No. 1
DFT (ωB97M-V with the def2-TZVPD basis set) results for a molecular structure, C4H3LaO2.

Each line ends with the Löwdin charge.
Geometry (Å):
O: 1.64823 -1.46346 -0.44457  -0.094
C: 0.48360 -1.40403 -0.18291  -0.126
C: -0.75124 -1.13650 0.14042  0.011
C: -1.18173 0.26835 -0.05908  -0.026
C: -0.40796 1.33197 0.26486  -0.204
H: -1.40202 -1.92107 0.52920  0.161
H: -0.15294 2.24005 -0.48117  0.205
H: -2.20800 0.43883 -0.38463  0.138
La: 3.03824 0.33414 0.35486  2.404
O: 0.93380 1.31172 0.26301  -0.468

## Properties
Net charge = +2
Maximum force = 0.1574 hartree/bohr
Electronic energy = -335.495975 a.u.
Orbital gap = 0.221 Ha


No. 2
DFT (ωB97M-V with the def2-TZVPD basis set) results for a molecular structure, C4H3Li2O2Tm.

Each line ends with the Löwdin charge.
Geometry (Å):
C: 1.28147 -1.25464 0.23334  -0.375
O: 0.16533 -2.02672 0.45158  -0.406
Li: -1.96606 2.11180 -2.69971  0.912
Li: -0.27118 -0.97288 2.06015  0.794
H: 2.25982 -1.67428 -0.07612  0.141
C: 1.22818 0.10283 0.37452  -0.172
C: 0.06872 0.82860 0.93566  -0.123
C: -1.03142 1.09030 0.20451  -0.360
O: -1.25466 0.72629 -1.11965  -0.480
Tm: -0.75552 -1.19831 -1.22493  1.821
H: 2.17400 0.63983 0.24584  0.137
H: -1.89868 1.62717 0.61481  0.111

## Properties
Net charge = +2
Maximum force = 0.0611 hartree/bohr
ΔE to the lowest compared entry with this formula, charge and spin = 0.00 kJ/mol
Electronic energy = -1404.358689 a.u.
Orbital gap (alpha / beta) = 0.205 / 0.206 Ha
Multiplicity = 3


No. 3
DFT (ωB97M-V with the def2-TZVPD basis set) results for a molecular structure, C4H3LiNaO2Tl.

Each line ends with the Löwdin charge.
Geometry (Å):
C: 0.69990 1.26505 -0.18159  -0.529
O: -0.53326 1.76962 -0.11361  -0.457
Tl: -0.31459 -0.20989 2.12326  0.875
Li: -0.95806 3.03726 1.61358  0.726
H: 1.91316 1.27429 0.07876  0.135
C: 1.02986 -0.00815 -0.62988  -0.304
C: 0.05154 -1.05953 -1.02452  -0.190
C: -0.51109 -1.86860 -0.07598  -0.486
O: -0.27731 -1.91869 1.23414  -0.492
Na: -1.82734 0.39212 -1.41647  0.566
H: 1.97304 -0.03927 -1.19553  0.082
H: -1.24585 -2.63421 -0.41217  0.075

## Properties
Net charge = 0
Maximum force = 0.1010 hartree/bohr
Electronic energy = -646.822211 a.u.
Orbital gap = 0.140 Ha


No. 4
DFT (ωB97M-V with the def2-TZVPD basis set) results for 2 unconnected molecules or ions with the total composition C4H3N.

Each line ends with the Löwdin charge.
Geometry (Å):
C: -1.32490 1.24844 0.57015  -0.102
C: 0.38998 -0.47018 0.87330  -0.189
C: -0.33596 0.59400 1.34489  0.075
C: -0.74361 0.74371 -0.49238  -0.086
N: 0.18239 -0.21798 -0.42380  -0.031
H: -1.89970 2.20262 0.46084  0.121
H: 1.28627 -0.98808 1.15969  0.098
H: 1.06982 -1.61584 -1.76344  0.113

## Properties
Net charge = 0
Maximum force = 0.0731 hartree/bohr
ΔE to the lowest compared entry with this formula, charge and spin = 785.65 kJ/mol
Electronic energy = -208.602572 a.u.
Orbital gap (alpha / beta) = 0.275 / 0.304 Ha


No. 5
DFT (ωB97M-V with the def2-TZVPD basis set) results for C4H3N in the gas phase.

Each line ends with the Löwdin charge.
Geometry (Å):
C: -1.41267 0.47647 1.28627  0.126
C: -0.61100 0.34156 0.40524  -0.162
C: 0.35971 0.15049 -0.65659  -0.224
C: 0.77109 -1.38650 -0.69682  -0.149
N: 1.84206 -1.32283 -0.23425  0.168
H: -2.14490 0.59767 2.05424  0.033
H: 1.22069 0.82549 -0.50716  0.111
H: -0.02498 0.31764 -1.65093  0.097

## Properties
Net charge = 0
Structure (SMILES) = C#CCC#N
Maximum force = 0.0401 hartree/bohr
ΔE to the lowest compared entry with this formula, charge and spin = 226.36 kJ/mol
Electronic energy = -208.815592 a.u.
Orbital gap = 0.377 Ha


No. 6
DFT (ωB97M-V with the def2-TZVPD basis set) results for C4H3N in the gas phase.

Each line ends with the Löwdin charge.
Geometry (Å):
C: 0.95787 1.05715 0.47637  -0.080
C: 0.29336 -0.17257 0.05184  -0.055
C: -0.45051 -1.06960 -0.27302  -0.030
C: -1.55661 -1.75510 -0.77240  -0.243
N: -2.53796 -2.18319 -1.22181  0.144
H: 1.51213 0.90348 1.40753  0.085
H: 0.15859 1.78922 0.64103  0.092
H: 1.62314 1.43063 -0.30953  0.086

## Properties
Net charge = 0
Structure (SMILES) = CC#CC#N
Maximum force = 0.0245 hartree/bohr
ΔE to the lowest compared entry with this formula, charge and spin = 17.65 kJ/mol
Electronic energy = -208.895085 a.u.
Orbital gap = 0.410 Ha


No. 7
DFT (ωB97M-V with the def2-TZVPD basis set) results for a molecular structure, C4H3N2O4S.

Each line ends with the Löwdin charge.
Geometry (Å):
C: 0.61032 1.11554 -1.16415  -0.113
C: 1.09216 0.29503 -0.03887  -0.509
C: -0.64573 -1.93568 0.10594  -0.626
C: 0.05370 -0.12125 0.75189  -0.182
N: -0.60635 1.57809 -1.09333  -0.056
N: 2.34260 -0.09260 -0.22510  0.064
O: -0.66263 -1.92503 -1.04944  0.129
O: -0.75699 -2.52769 1.11582  0.090
O: -2.59203 0.41775 -0.21666  -0.339
O: -1.40253 1.95099 1.33361  -0.344
S: -1.32803 1.00074 0.24785  0.628
H: 1.22236 1.63142 -1.92255  0.122
H: -0.00946 -0.50701 1.69373  0.065
H: 2.68260 -0.88031 0.46125  0.071

## Properties
Net charge = -1
Maximum force = 0.0787 hartree/bohr
ΔE to the lowest compared entry with this formula, charge and spin = 125.79 kJ/mol
Electronic energy = -962.894871 a.u.
Orbital gap (alpha / beta) = 0.281 / 0.281 Ha


No. 8
DFT (ωB97M-V with the def2-TZVPD basis set) results for C4H3N3 in the gas phase.

Each line ends with the Löwdin charge.
Geometry (Å):
N: 2.41589 -0.61929 -0.62180  0.203
C: 2.33291 -0.43437 0.55462  -0.069
C: 0.80893 -0.34010 0.18566  -0.495
N: -0.06123 -1.31189 0.25480  0.119
C: -1.27589 -0.70630 0.08619  -0.137
C: -1.12541 0.64209 -0.10742  -0.086
N: 0.22414 0.86628 -0.05079  0.101
H: -2.19111 -1.27831 0.10499  0.099
H: -1.83329 1.43531 -0.27433  0.108
H: 0.70506 1.74658 -0.13192  0.157

## Properties
Net charge = 0
Maximum force = 0.0149 hartree/bohr
ΔE to the lowest compared entry with this formula, charge and spin = 231.48 kJ/mol
Electronic energy = -318.396562 a.u.
Orbital gap = 0.332 Ha


No. 9
DFT (ωB97M-V with the def2-TZVPD basis set) results for C4H3N3O in the gas phase.

Each line ends with the Löwdin charge.
Geometry (Å):
C: -2.10564 -0.51495 0.00104  -0.102
C: 0.92381 1.84734 0.00038  -0.187
C: -0.70058 0.44729 -0.02787  -0.172
C: 0.51882 -0.24092 0.00171  -0.350
N: -2.95339 -1.29465 0.02012  0.098
N: -0.40557 1.76962 -0.06043  0.091
N: 0.66798 -1.57597 0.10672  0.139
O: 1.54565 0.67395 0.13188  0.109
H: 1.31970 2.85989 0.04901  0.136
H: -0.27436 -1.98489 0.20598  0.101
H: 1.46358 -1.98671 -0.42855  0.138

## Properties
Net charge = 0
Structure (SMILES) = N#Cc1ncoc1N
Maximum force = 0.0971 hartree/bohr
ΔE to the lowest compared entry with this formula, charge and spin = 161.49 kJ/mol
Electronic energy = -393.657902 a.u.
Orbital gap = 0.342 Ha


No. 10
DFT (ωB97M-V with the def2-TZVPD basis set) results for C4H3N3O in the gas phase.

Each line ends with the Löwdin charge.
Geometry (Å):
C: 1.31076 0.63537 -0.69497  -0.264
C: 1.25723 -0.38291 0.51746  -0.021
C: -0.23437 -0.33728 0.28672  -0.182
C: -0.24559 0.65778 -0.72362  -0.150
H: 1.71326 -1.40424 0.48120  0.122
H: 1.58629 0.23356 1.44514  0.143
H: -2.19984 -1.11657 1.13353  0.173
N: -1.57638 -0.60847 0.44415  0.059
N: -2.32835 0.33733 -0.33887  0.002
N: -1.50742 1.03392 -1.07636  0.047
O: 2.22442 0.95151 -1.47440  0.070

## Properties
Net charge = 0
Structure (SMILES) = O=C1Cc2[nH]nnc21
Maximum force = 0.0839 hartree/bohr
ΔE to the lowest compared entry with this formula, charge and spin = 294.13 kJ/mol
Electronic energy = -393.607381 a.u.
Orbital gap = 0.373 Ha